(1)
{
  "formula": "C2H2N5",
  "method": "the ωB97M-V functional and the def2-TZVPD basis",
  "species": ["C", "C", "N", "N", "N", "N", "N", "H", "H"],
  "coordinates": [[0.07738, -0.25136, -1.26066], [0.89201, 0.33834, 0.78698], [1.34359, 0.88901, 3.03786], [0.97107, 0.08891, -0.41722], [-1.56481, -0.19739, 0.39811], [1.18440, 0.61793, 1.95683], [-1.24755, -0.38221, -0.73786], [0.27447, -0.44686, -2.29848], [-1.93056, -0.65638, -1.46556]],
  "total_charge": 1,
  "relative_energy_kcal_mol": 103.8,
  "orbital_gap_ev": [6.9, 6.9]
}

***

(2)
{
  "formula": "C33H50BN6O2S3Ti",
  "method": "the ωB97M-V functional and the def2-TZVPD basis",
  "species": ["Ti", "C", "C", "C", "C", "N", "N", "B", "N", "N", "C", "C", "C", "C", "C", "S", "C", "C", "C", "C", "N", "N", "C", "C", "C", "C", "C", "S", "C", "C", "C", "C", "C", "S", "C", "C", "C", "C", "H", "H", "H", "H", "H", "H", "H", "H", "H", "H", "H", "H", "H", "H", "H", "H", "H", "H", "H", "H", "H", "H", "H", "H", "H", "H", "H", "H", "H", "H", "H", "H", "H", "H", "H", "H", "H", "H", "H", "C", "C", "C", "C", "C", "H", "H", "H", "H", "H", "H", "H", "H", "H", "H", "O", "C", "O", "H"],
  "coordinates": [[0.28444, 3.24979, -0.91490], [3.71473, 1.16010, 2.55843], [2.80970, 0.47851, 1.58569], [3.06240, -0.78131, 1.10056], [2.19469, -1.35443, 0.15316], [1.09162, -0.74270, -0.19496], [0.84795, 0.47799, 0.25816], [-0.47523, 1.22426, -0.18836], [-1.30407, 0.38966, -1.20140], [-1.56310, -0.89203, -0.88813], [-2.32622, -1.60600, -1.64841], [-2.94788, -1.04516, -2.80582], [-2.69677, 0.24713, -3.14977], [-3.30167, 0.89640, -4.34935], [-1.80328, 1.01759, -2.29988], [-1.40809, 2.59399, -2.69594], [-2.57065, -3.05146, -1.24721], [-1.57556, -3.47758, -0.16838], [-2.40090, -3.97693, -2.45942], [-4.00123, -3.16747, -0.70796], [-1.31055, 1.25023, 1.17909], [-1.18935, 0.19590, 1.98559], [-1.69640, 0.22884, 3.18595], [-2.43071, 1.35587, 3.63163], [-2.60246, 2.42565, 2.80104], [-3.34253, 3.65440, 3.21307], [-1.97521, 2.37961, 1.50875], [-1.99410, 3.69910, 0.46766], [-1.47662, -1.01662, 4.03741], [-1.55738, -0.69936, 5.53081], [-2.56360, -2.04197, 3.69105], [-0.09452, -1.60539, 3.73266], [1.68810, 1.16965, 1.05504], [1.41800, 2.83551, 1.33994], [2.42561, -2.73407, -0.44950], [1.72356, -2.84768, -1.80603], [1.86400, -3.78418, 0.51598], [3.92314, -2.98319, -0.65788], [4.53721, 0.50422, 2.84480], [3.16563, 1.46119, 3.45180], [4.11125, 2.07708, 2.11970], [3.94486, -1.31723, 1.42892], [-3.61197, -1.65236, -3.40668], [-3.93916, 0.19137, -4.88485], [-2.52349, 1.26590, -5.01745], [-3.88596, 1.76833, -4.05415], [-0.56506, -3.53508, -0.57813], [-1.84821, -4.46371, 0.21535], [-1.54249, -2.76280, 0.64975], [-1.40386, -3.87014, -2.89005], [-3.13288, -3.77663, -3.24182], [-2.52748, -5.01629, -2.14912], [-4.12945, -2.54083, 0.17622], [-4.21960, -4.20154, -0.43137], [-4.73500, -2.85385, -1.45270], [-2.84413, 1.37923, 4.63126], [-3.73236, 3.54822, 4.22615], [-4.16301, 3.85750, 2.52447], [-2.68283, 4.52114, 3.15612], [-2.55157, -0.36457, 5.82912], [-0.83462, 0.06703, 5.81664], [-1.33444, -1.60182, 6.10354], [-3.55474, -1.66585, 3.95571], [-2.39653, -2.97417, 4.23623], [-2.55861, -2.25937, 2.62332], [0.69684, -0.90526, 4.00737], [0.01072, -1.82377, 2.67284], [0.04760, -2.52816, 4.30145], [0.67488, -2.57168, -1.73643], [1.80384, -3.87403, -2.17467], [2.18752, -2.18146, -2.53589], [0.80521, -3.60135, 0.71274], [2.39387, -3.75853, 1.47085], [1.97000, -4.78655, 0.09396], [4.37523, -2.17972, -1.24164], [4.06498, -3.91889, -1.20282], [4.46609, -3.07174, 0.28433], [3.18444, 2.62554, -3.94465], [3.00471, 2.80958, -2.43324], [3.31520, 4.26443, -2.06857], [4.01532, 1.90394, -1.70665], [1.60835, 2.39559, -2.00880], [4.17943, 2.94809, -4.27049], [2.43788, 3.20703, -4.48897], [3.05803, 1.57568, -4.22201], [4.35515, 4.51253, -2.30790], [3.16301, 4.44014, -1.00115], [2.66560, 4.95621, -2.60473], [3.96511, 2.07385, -0.62989], [5.04166, 2.09990, -2.03854], [3.78939, 0.84993, -1.89312], [1.40152, 1.39232, -2.42121], [0.50478, 7.16657, -2.21563], [-0.03929, 6.08824, -2.06531], [0.26975, 5.19382, -1.19703], [-0.89820, 5.79012, -2.71534]],
  "total_charge": -1,
  "relative_energy_kcal_mol": 0.6,
  "orbital_gap_ev": [5.2, 5.2]
}

***

(3)
{
  "formula": "C4H5NO",
  "method": "the ωB97M-V functional and the def2-TZVPD basis",
  "species": ["O", "C", "N", "C", "C", "C", "H", "H", "H", "H", "H"],
  "coordinates": [[-1.54700, -0.14864, 0.73114], [-0.53284, -0.75129, 0.15611], [-0.22479, -0.51376, -1.23429], [0.60917, 0.62128, -0.81569], [0.65681, 0.36170, 0.73050], [0.56890, -0.96320, 1.06665], [-1.07199, -0.19776, -1.69541], [0.18422, 1.60411, -1.02830], [1.62155, 0.56250, -1.22113], [-0.67066, 0.71270, 1.22214], [0.40664, -1.28763, 2.08826]],
  "total_charge": 0,
  "relative_energy_kcal_mol": 154.8,
  "orbital_gap_ev": 8.8
}

***

(4)
{
  "formula": "C7H11N2O3",
  "method": "the ωB97M-V functional and the def2-TZVPD basis",
  "species": ["C", "C", "C", "C", "C", "C", "C", "N", "N", "O", "O", "O", "H", "H", "H", "H", "H", "H", "H", "H", "H", "H", "H"],
  "coordinates": [[1.52878, -1.46351, -1.52326], [0.91267, -0.26304, -1.45591], [-0.58523, -0.21144, 0.44100], [-1.60442, 0.75901, 2.92138], [2.73615, -1.75855, -2.31825], [-0.90368, 1.49439, -1.41634], [-0.44301, 0.07312, -1.08213], [-0.44379, 1.28984, 2.29497], [-1.77453, 0.82975, 4.27953], [-0.71926, -1.14862, 1.15449], [-2.49501, 0.41793, 2.16542], [-0.28866, 1.06963, 1.02090], [1.13400, -2.22095, -0.85552], [1.43208, 0.50126, -1.93506], [2.63127, -2.65995, -2.85698], [3.54242, -2.09563, -1.49723], [2.94438, -0.85858, -2.87195], [-2.02361, 1.57304, -1.38218], [-0.67307, 1.66338, -2.45430], [-0.35350, 2.12901, -0.76578], [-1.09180, -0.74439, -1.48503], [-0.98247, 1.19933, 4.72840], [-2.47972, 0.42497, 4.89381]],
  "total_charge": 1,
  "relative_energy_kcal_mol": 132.6,
  "orbital_gap_ev": [8.1, 4.6]
}